Molecular formula: C2H51BFInNO27
Method: DFT, the ωB97M-V functional and the def2-TZVPD basis

Multiplicity ... 1
M ... 666.04 g/mol
Gap between HOMO and LUMO ... 6.4 eV
Charge ... -1
LUMO ... 1.83 eV
HOMO energy ... -4.553 eV
Total energy ... -2507.8992 hartree

CARTESIAN COORDINATES (ANGSTROEM)
O 2.7989 0.2868 1.2088
C 2.4954 0.1979 0.1466
F 3.1363 -0.6131 -0.6047
N 1.4635 0.8872 -0.4273
C 0.2355 0.8349 0.4602
O 0.0010 1.7333 1.0955
In -1.1945 -0.9685 0.4818
B -3.1500 -0.1326 -0.4317
O -3.2708 0.0930 -1.7749
O -4.1796 0.1531 0.4538
H 1.7741 1.8598 -0.4452
H -0.5594 -2.2463 -0.5984
H -1.4414 -1.5651 2.0998
H -2.5092 0.6446 -1.9584
H -3.7641 0.6858 1.1265
O -2.3802 2.8936 -3.0768
H -2.3778 3.8366 -3.2799
H -3.0637 2.5363 -3.6575
O 1.8533 -1.8236 -2.9752
H 2.3135 -2.5531 -2.5470
H 2.0202 -1.0686 -2.3975
O -1.1243 -4.6964 0.6683
H -1.7453 -5.4197 0.8252
H -0.3639 -4.9024 1.2195
O -1.4850 4.0765 -0.4307
H -1.0637 3.3045 -0.0286
H -1.2584 4.8001 0.1618
O -1.5100 3.4071 -5.9155
H -0.5993 3.7146 -5.9411
H -1.6252 3.0708 -5.0149
O -3.7210 -6.1181 0.3511
H -3.5914 -6.8583 -0.2501
H -3.8144 -5.3521 -0.2281
O 4.2782 1.2800 3.5311
H 3.9028 0.5534 4.0452
H 3.7552 1.2669 2.7190
O 2.8561 3.9035 3.8946
H 3.2366 3.0167 3.8119
H 3.5852 4.4906 3.6757
O 1.8088 -0.7058 4.2405
H 1.6175 0.2286 4.3769
H 2.1312 -0.7562 3.3321
O 4.8713 -1.0308 -2.8376
H 4.4380 -1.1254 -1.9848
H 4.1691 -0.7028 -3.4128
O -6.8603 1.4023 -0.2995
H -6.0785 0.8438 -0.1917
H -7.0897 1.2743 -1.2264
O -4.5287 4.7866 -2.2071
H -5.1679 4.0714 -2.0905
H -3.7900 4.5263 -1.6407
O 1.8992 -3.4239 5.4825
H 1.8819 -3.9516 4.6791
H 1.7446 -2.5182 5.1718
O -6.0865 2.1501 -3.0800
H -5.3185 1.5763 -2.9388
H -6.3119 2.0206 -4.0071
O 0.9545 -3.8110 8.2524
H 0.7612 -2.8821 8.4119
H 1.2823 -3.8271 7.3401
O 4.9801 2.2356 -0.0948
H 4.3698 1.5083 0.0454
H 5.8048 1.9090 0.2802
O -3.6162 1.2911 -6.9455
H -3.5983 0.5884 -7.6015
H -2.9860 1.9475 -7.2678
O -1.0860 -1.0599 -3.7349
H -0.3024 -1.6065 -3.5941
H -1.3313 -1.2260 -4.6499
O 4.1038 2.6259 -3.0312
H 4.2668 2.6725 -2.0794
H 4.9835 2.6246 -3.4194
O 5.3393 -2.8592 -1.0401
H 5.1201 -1.9225 -1.0411
H 5.6856 -3.0229 -1.9240
O -2.6272 -1.7255 4.0657
H -2.8840 -2.4796 4.6118
H -3.2757 -1.0515 4.2899
O -3.1130 -2.6830 6.7244
H -2.3953 -2.9448 7.3167
H -3.7758 -2.3080 7.3110
O 6.5863 0.2395 -0.8721
H 7.3396 -0.3534 -0.9674
H 6.1704 0.2449 -1.7452

Forces on atoms 1 to 6 (eV/Å):
O 3.461 0.419 10.721
C -4.541 1.478 -6.191
F 1.689 -2.589 -2.891
N 0.149 0.640 -1.940
C 0.505 -7.267 -3.321
O -1.441 7.207 4.036